Formula: C43H89N5O21
Source: the OMol25 dataset
Level of theory: ωB97M-V/def2-TZVPD

Properties
Net charge: 0
Structure (SMILES): COC(=O)OC.COC(=O)OC.COC(=O)OC.COCCOCCOC.COCCOCCOC.COCCOCCOC.COCCOCCOC.CC#N.CC#N.CC#N.CC#N.CC#N
Largest force on an atom in eV Å⁻¹: 1.731
Molar mass in g mol⁻¹: 1012.20
Highest occupied orbital energy in eV: -9.36
Kohn-Sham gap in eV: 9.60

Each line ends with the Löwdin charge.
Positions of all 158 atoms, in Å:
C  -2.114677  -1.998747  7.235701  -0.0936
O  -1.284816  -1.499338  6.193234  -0.1910
C  -1.989854  -0.900606  5.128887  -0.2211
C  -0.968540  -0.318499  4.163491  -0.1904
O  0.014749  0.550873  4.670939  -0.1305
C  -0.461988  1.530003  5.581627  -0.1794
C  0.698269  2.295226  6.146069  -0.2021
O  1.389866  3.056499  5.163761  -0.2108
C  2.520873  3.724403  5.689243  -0.1071
H  -2.958764  -2.632683  6.947334  0.0874
H  -2.539426  -1.104963  7.712707  0.0881
H  -1.458711  -2.546522  7.906074  0.0883
H  -2.651097  -0.089164  5.456526  0.1222
H  -2.562364  -1.649325  4.573059  0.1291
H  -1.563347  0.218523  3.406345  0.1137
H  -0.419633  -1.093424  3.629549  0.1099
H  -0.872991  0.982309  6.435568  0.1223
H  -1.216667  2.179484  5.130458  0.1370
H  1.418994  1.595876  6.585904  0.1338
H  0.369892  2.988760  6.928798  0.1286
H  2.986145  4.199791  4.826464  0.0900
H  3.273345  3.056529  6.116701  0.0904
H  2.178574  4.486607  6.393086  0.0876
C  -6.714764  10.231462  1.986628  -0.1197
O  -6.824132  8.828141  1.938882  -0.1672
C  -5.973666  8.218354  2.889163  -0.2227
C  -6.169551  6.703316  2.812229  -0.2067
O  -6.127400  6.120295  1.538518  -0.1238
C  -4.864292  6.238091  0.878929  -0.1686
C  -3.848167  5.205599  1.313856  -0.1989
O  -4.326028  3.925842  0.957615  -0.1797
C  -3.345297  2.941259  1.153361  -0.1097
H  -7.317140  10.629587  1.171892  0.0881
H  -5.696236  10.624283  1.949193  0.0874
H  -7.169568  10.636538  2.901193  0.0860
H  -6.296182  8.567309  3.875957  0.1271
H  -4.903333  8.420342  2.770010  0.1167
H  -7.140672  6.432719  3.230966  0.1293
H  -5.434705  6.244257  3.490300  0.1184
H  -4.495746  7.265240  0.973974  0.1185
H  -5.143598  6.204104  -0.174926  0.1362
H  -3.740487  5.193374  2.407421  0.1251
H  -2.893436  5.464440  0.842181  0.1302
H  -3.623772  2.028265  0.631430  0.0815
H  -3.195596  2.721349  2.219744  0.0848
H  -2.347846  3.235121  0.802312  0.0888
C  6.944087  6.887825  -5.699808  -0.1168
O  6.618172  6.765432  -4.328864  -0.1749
C  7.380947  5.756734  -3.678312  -0.1975
C  6.945442  4.348896  -4.048068  -0.2093
O  5.606615  4.121884  -3.712987  -0.1137
C  5.288495  3.887252  -2.359970  -0.1973
C  6.209151  2.915201  -1.646592  -0.2119
O  6.443979  1.690565  -2.315445  -0.1611
C  5.249779  0.991386  -2.560286  -0.1101
H  6.602194  7.868780  -6.020366  0.0873
H  6.577362  6.087447  -6.345006  0.0823
H  8.033145  6.888008  -5.850176  0.0859
H  7.101640  5.924884  -2.633065  0.1212
H  8.454462  5.920259  -3.820428  0.1261
H  7.646787  3.598039  -3.664175  0.1237
H  7.060054  4.224388  -5.129335  0.1229
H  4.271536  3.496391  -2.344235  0.1202
H  5.290969  4.831339  -1.806151  0.1254
H  5.812416  2.708566  -0.644700  0.1139
H  7.164955  3.409834  -1.458875  0.1225
H  5.544707  -0.027635  -2.826040  0.0779
H  4.657826  1.477893  -3.335984  0.0927
H  4.623102  0.770522  -1.684741  0.0718
C  1.624075  -3.822888  -2.959082  -0.1218
O  1.791243  -4.322737  -4.271406  -0.1793
C  1.559932  -5.725069  -4.355781  -0.1765
C  0.205275  -5.948064  -5.029080  -0.1784
O  -0.820138  -5.382606  -4.221762  -0.1718
C  -2.095087  -5.397916  -4.842539  -0.1719
C  -2.775727  -6.772425  -4.899003  -0.1885
O  -3.302469  -7.155929  -3.648445  -0.1659
C  -2.343007  -7.593361  -2.729426  -0.1154
H  2.346400  -4.284216  -2.279491  0.0974
H  0.592646  -3.854424  -2.603667  0.0772
H  1.849279  -2.753915  -2.981856  0.0627
H  1.660017  -6.247721  -3.404478  0.1280
H  2.318867  -6.086165  -5.054244  0.1254
H  -0.008286  -7.010518  -5.187458  0.1170
H  0.186958  -5.445681  -6.002158  0.1310
H  -2.021542  -4.970074  -5.848593  0.1270
H  -2.752461  -4.783441  -4.224718  0.1235
H  -1.990909  -7.498872  -5.164783  0.1074
H  -3.572294  -6.858737  -5.632995  0.1304
H  -2.755503  -7.962494  -1.791406  0.0913
H  -1.668275  -6.781863  -2.451132  0.0569
H  -1.730570  -8.399145  -3.152881  0.0941
C  -7.049770  3.034396  -0.649863  -0.0452
O  -6.126678  2.514030  -1.590043  0.0176
C  -5.895613  1.216349  -1.543103  -0.6313
O  -6.346677  0.435261  -0.746618  0.1245
O  -5.002590  0.925686  -2.485688  0.0074
C  -4.485838  -0.393769  -2.521543  -0.0582
H  -7.376163  3.997974  -1.027117  0.0970
H  -6.645339  3.158424  0.354889  0.0850
H  -7.915615  2.388891  -0.488753  0.0948
H  -4.243052  -0.807683  -1.546180  0.0460
H  -3.621648  -0.325069  -3.172061  0.0819
H  -5.201078  -1.121433  -2.907700  0.0958
C  2.655993  -1.313431  -0.568864  -0.0162
O  1.264575  -1.392921  -0.856955  0.0041
C  0.437160  -1.243647  0.159720  -0.6015
O  0.708150  -1.167879  1.330473  0.1094
O  -0.804638  -1.210155  -0.310478  -0.0073
C  -1.879809  -1.007850  0.592002  -0.0239
H  2.998372  -1.799952  0.337339  0.0663
H  2.947089  -0.260303  -0.588314  0.0918
H  3.175387  -1.749737  -1.421697  0.0674
H  -1.708088  -0.136158  1.226230  0.0805
H  -1.984810  -1.864149  1.260986  0.0959
H  -2.748271  -0.860705  -0.033823  0.0745
C  -0.478453  -8.709243  2.159729  -0.0620
O  0.222742  -7.581188  2.608699  0.0169
C  -0.401557  -6.413358  2.563646  -0.6021
O  -1.492557  -6.260904  2.054274  0.1039
O  0.383439  -5.494614  3.091734  0.0261
C  -0.034291  -4.152956  3.254924  -0.0413
H  0.149171  -9.588750  2.278958  0.0948
H  -0.855034  -8.624912  1.141745  0.0906
H  -1.359211  -8.957165  2.761323  0.1002
H  -0.355505  -3.633497  2.348755  0.0717
H  0.894288  -3.625273  3.474811  0.0596
H  -0.730845  -3.987127  4.074629  0.0985
C  5.081639  -3.322633  -3.428049  -0.0498
C  5.792366  -3.053964  -2.164588  -0.2743
N  6.275286  -2.848288  -1.144265  0.1428
H  5.079503  -4.403090  -3.563909  0.0882
H  5.602123  -2.868814  -4.266835  0.0885
H  4.070638  -2.949156  -3.304681  0.0429
C  -0.309325  -0.463216  -3.973129  -0.0576
C  -0.975616  0.294457  -5.034919  -0.2912
N  -1.452112  0.874323  -5.899421  0.1273
H  -1.065176  -0.684683  -3.222245  0.0657
H  0.492491  0.159765  -3.582552  0.0833
H  0.087697  -1.369540  -4.427960  0.0781
C  -1.710409  -4.766211  -0.605057  -0.0391
C  -2.835019  -3.982219  -1.148672  -0.2429
N  -3.761135  -3.432371  -1.550161  0.1647
H  -1.057602  -4.820315  -1.482817  0.0575
H  -2.063174  -5.763771  -0.371628  0.0698
H  -1.237977  -4.239619  0.215392  0.0612
C  2.401162  0.959745  2.954525  -0.0537
C  3.737763  1.279520  2.401791  -0.2599
N  4.765821  1.508930  1.942932  0.1283
H  2.245976  -0.101549  2.779902  0.0334
H  1.683699  1.575100  2.418193  0.0933
H  2.367913  1.192132  4.012199  0.0622
C  5.397496  -1.709439  2.237140  -0.0692
C  4.033101  -2.153345  2.516103  -0.2653
N  2.986850  -2.510103  2.827953  0.1776
H  5.902080  -1.107665  2.981505  0.0825
H  5.360732  -1.258599  1.244335  0.0564
H  5.987507  -2.619095  2.090497  0.0819

Cartesian forces, eV/Å:
C 0.2 1.0 0.0
O -0.4 -0.6 -0.1
C 1.0 0.1 0.0
C -0.3 0.2 -0.7
O 0.0 0.2 0.4
C 0.3 -0.7 0.2
C 0.9 0.5 -0.2
O -0.2 -0.4 -0.1
C -0.4 0.2 -0.7
H 0.2 -0.1 -0.5
H -0.1 -0.3 0.5
H -0.1 0.1 0.1
H -0.2 -0.2 0.3
H -0.3 0.0 0.0
H 0.0 0.0 0.0
H 0.0 -0.1 0.1
H -0.4 0.3 0.1
H 0.0 0.1 -0.1
H -0.1 -0.2 0.1
H -0.2 -0.2 0.1
H 0.0 0.2 0.1
H -0.2 -0.2 0.3
H 0.3 0.0 0.2
C -0.8 0.4 0.2
O 1.0 0.2 -0.1
C -0.7 -0.7 -0.2
C -0.3 -0.2 0.8
O 0.5 0.2 -0.1
C -1.0 0.6 -0.1
C -0.8 0.1 0.1
O 0.5 0.0 -0.6
C 0.5 -0.2 0.4
H 0.2 0.0 -0.2
H 0.2 -0.3 -0.2
H 0.1 -0.1 0.2
H 0.3 -0.2 0.3
H -0.1 0.6 -0.3
H -0.1 0.1 -0.2
H 0.1 0.0 0.0
H 0.3 -0.1 0.4
H 0.4 -0.6 -0.1
H 0.3 0.4 0.0
H 0.1 -0.3 0.0
H -0.2 0.0 0.0
H -0.2 -0.1 0.1
H -0.1 0.2 -0.3
C 0.7 0.3 0.1
O 0.4 -0.3 -0.6
C -0.9 0.3 0.7
C 0.8 0.3 -0.5
O -0.4 -0.6 -0.5
C 0.1 0.0 0.1
C 0.2 0.2 0.6
O -0.2 0.3 0.2
C 0.1 -1.0 0.0
H -0.3 -0.1 -0.2
H -0.5 0.0 0.1
H 0.1 0.0 0.2
H 0.5 -0.1 0.1
H 0.0 -0.1 0.0
H -0.2 0.1 0.4
H -0.5 0.0 0.0
H -0.1 0.2 -0.2
H 0.0 0.0 0.2
H -0.2 0.1 0.0
H 0.2 -0.3 -0.3
H 0.1 0.2 -0.6
H -0.1 -0.2 -0.1
H 0.1 0.8 0.3
C 0.1 0.9 -0.3
O 0.0 -0.2 0.7
C -0.4 0.4 -1.3
C -0.3 0.1 0.5
O 0.1 -0.2 0.1
C -0.8 -0.1 0.0
C 1.4 -0.4 0.5
O -0.8 -0.1 0.2
C 1.0 0.1 0.2
H -0.3 -0.2 0.2
H 0.0 -0.5 0.0
H 0.1 0.0 -0.2
H -0.1 0.1 0.2
H 0.0 -0.3 0.1
H 0.3 -0.1 0.0
H 0.2 0.0 -0.1
H 0.0 0.0 0.0
H 0.2 0.3 -0.1
H -0.2 -0.1 -0.3
H -0.1 0.4 0.0
H -0.7 0.0 -0.3
H 0.1 0.0 -0.1
H 0.0 -0.1 -0.1
C -0.9 0.1 0.9
O -0.1 0.4 -0.2
C 0.5 -0.4 0.4
O -0.2 -0.1 0.1
O 0.0 0.4 -0.2
C -0.3 -0.7 0.0
H 0.1 0.0 -0.1
H 0.6 0.1 -0.3
H 0.0 -0.1 -0.5
H 0.2 0.4 0.2
H 0.1 -0.2 0.0
H -0.1 0.3 -0.3
C 0.9 0.6 -0.7
O 0.1 -0.3 -0.2
C -0.9 0.0 1.0
O 0.3 0.1 -0.1
O 0.1 -0.1 -1.1
C 0.2 0.1 0.7
H -0.5 -0.1 0.1
H 0.0 0.0 0.4
H -0.2 -0.2 0.0
H 0.1 0.1 -0.2
H -0.2 -0.1 -0.1
H -0.2 -0.1 0.1
C -1.1 -1.2 0.0
O 0.8 0.0 0.5
C -1.1 0.1 -0.8
O 0.4 0.3 0.5
O 0.2 -0.5 0.1
C 0.7 1.3 -0.1
H 0.5 0.3 -0.2
H 0.3 0.2 -0.1
H 0.0 0.6 0.2
H -0.4 -0.6 -0.2
H -0.1 -0.1 0.3
H -0.2 -0.4 -0.1
C 0.6 -0.2 0.7
C -0.2 0.0 -0.3
N 0.0 0.0 0.1
H -0.2 0.0 -0.1
H -0.1 0.1 0.0
H -0.1 0.0 -0.4
C -0.4 0.4 -0.6
C 0.3 -0.2 0.0
N -0.2 0.2 -0.2
H 0.3 -0.2 0.3
H 0.0 -0.2 0.2
H 0.0 -0.1 0.3
C -0.5 0.7 -1.5
C -0.3 -0.2 0.6
N 0.3 0.1 -0.1
H 0.4 -0.2 0.4
H 0.1 0.0 0.4
H 0.0 -0.2 0.1
C 1.1 0.2 -0.5
C -0.5 0.0 0.3
N 0.1 0.0 -0.1
H -0.4 0.1 0.1
H -0.2 -0.1 0.1
H -0.1 0.0 0.0
C 0.0 -1.1 -1.2
C 0.4 0.3 1.1
N 0.0 -0.1 -0.2
H -0.5 0.3 0.1
H 0.4 0.4 0.2
H 0.0 0.0 0.1